No. 1
Computed, not measured: a structure of composition C2H7N4 in a non-equilibrium geometry, with ωB97M-V/def2-TZVPD.

Geometry (Å):
C1 0.474178 0.124970 -1.424715
C2 -0.161667 -1.063141 2.136265
N1 1.297026 -0.010997 -0.498993
N2 -0.867338 -0.045985 1.871707
N3 0.210854 0.174400 -2.698482
N4 0.231712 0.876884 -0.188580
H1 -0.514664 0.589246 0.840070
H2 0.523338 -1.268003 1.391734
H3 -0.449027 -1.778117 2.922511
H4 0.945474 -0.101811 -3.387692
H5 -0.676838 0.415492 -3.189909
H6 -1.591361 0.242027 2.546762
H7 0.578315 1.845033 -0.320679

Cartesian forces (eV/Å) of the 3 atoms listed first:
C -1.5 1.5 0.2
C 2.3 -3.3 1.9
N 2.6 -1.9 0.8

largest force on an atom	5.84	eV/Å
charge	+1
expectation value of S²	2.01
HOMO energy (spin up / spin down)	-9.847 / -15.283	eV
2S+1	3
relative energy (zero: lowest compared OMol25 entry of this formula, charge and spin)	108.7	kcal per mole
E_tot	-298.86914	Ha
HOMO-LUMO gap (spin up / spin down)	5.69 / 6.75	eV

No. 2
Computed, not measured: the ion C2H7N4O with charge +1 in a non-equilibrium geometry, with ωB97M-V/def2-TZVPD.

Geometry (Å):
C1 -0.548525 0.551175 0.192683
C2 0.046936 -0.318105 1.028217
N1 -0.052726 0.410708 -1.102466
N2 0.993571 -1.117571 0.349768
N3 -1.646371 1.319714 0.380892
N4 0.956891 -0.565953 -1.032343
O1 -0.128282 -0.372060 2.385035
H1 -0.880665 0.343315 -1.811858
H2 0.837781 -2.047600 0.494612
H3 -2.062959 1.616883 1.221424
H4 -1.534613 2.145434 -0.291556
H5 0.906659 -1.349887 -1.668351
H6 2.010750 -0.145771 -1.310465
H7 0.342170 -1.090197 2.830286

Cartesian forces (eV/Å) of the 3 atoms listed first:
C 0.5 -2.0 3.5
C -0.8 1.6 0.4
N -2.1 1.2 -2.6

largest force on an atom	5.12	eV/Å
SMILES string	NC1=C(O)N[NH2+]N1
charge	+1
HOMO energy	-11.544	eV
relative energy (zero: lowest compared OMol25 entry of this formula, charge and spin)	112.4	kcal per mole
E_tot	-374.27050	Ha
HOMO-LUMO gap	7.63	eV

No. 3
Computed, not measured: a cluster of 2 separate species, C2H7N4O in total in a non-equilibrium geometry, with ωB97M-V/def2-TZVPD.

Geometry (Å):
C1 -0.941102 -0.679661 0.031668
C2 -0.383405 1.872362 0.165717
N1 -1.675205 -0.130631 -0.936176
N2 2.730186 -0.300737 -0.213133
N3 -0.591850 -1.809866 0.530301
N4 -0.476595 0.511599 -0.433496
O1 2.855965 -1.479000 -0.016147
H1 -1.317902 2.376365 0.191767
H2 -0.082063 1.869210 1.255560
H3 0.317811 2.438076 -0.413951
H4 -2.606895 0.355788 -0.671629
H5 3.386770 0.257490 -0.727297
H6 -1.175225 -2.586177 0.095559
H7 -0.244353 -2.167737 1.528169

Cartesian forces (eV/Å) of the 3 atoms listed first:
C 2.6 2.2 -0.1
C 0.5 -0.8 1.7
N -4.3 0.3 -1.9

largest force on an atom	4.71	eV/Å
charge	+1
HOMO energy (spin up / spin down)	-12.534 / -12.531	eV
relative energy (zero: lowest compared OMol25 entry of this formula, charge and spin)	180.1	kcal per mole
E_tot	-374.16254	Ha
HOMO-LUMO gap (spin up / spin down)	7.71 / 7.71	eV

No. 4
Computed, not measured: a cluster of 2 separate species, C2H7N4O in total in a non-equilibrium geometry, with ωB97M-V/def2-TZVPD.

Geometry (Å):
C1 -1.029234 0.735511 -0.174383
C2 -0.525061 -1.576466 0.658741
N1 0.000304 0.299704 -0.906042
N2 2.729565 0.352825 -0.727673
N3 -1.799057 1.664878 0.357441
N4 -1.003968 -0.615066 -0.394529
O1 3.202081 -0.616982 -0.261321
H1 0.119139 -1.043634 1.424533
H2 -1.403454 -2.051324 1.212321
H3 0.096035 -2.209668 0.136581
H4 1.014507 0.426652 -0.530576
H5 2.939150 0.614712 -1.735674
H6 -1.596044 2.650086 0.193359
H7 -2.743963 1.368770 0.747228

Cartesian forces (eV/Å) of the 3 atoms listed first:
C -1.2 -0.5 0.2
C -1.6 2.4 2.5
N 1.6 2.9 -0.4

largest force on an atom	3.81	eV/Å
charge	+1
HOMO energy (spin up / spin down)	-13.595 / -13.596	eV
relative energy (zero: lowest compared OMol25 entry of this formula, charge and spin)	158.2	kcal per mole
E_tot	-374.19750	Ha
HOMO-LUMO gap (spin up / spin down)	8.96 / 8.96	eV

No. 5
Computed, not measured: the ion C2H7N4OS with charge +1 in a non-equilibrium geometry, with ωB97M-V/def2-TZVPD.

Geometry (Å):
C1 -1.109581 0.981452 -0.202626
C2 1.095334 0.313830 -0.078255
N1 -0.191580 -0.018164 -0.232598
N2 -2.391852 0.659076 -0.197559
N3 -2.616146 -0.730065 0.055935
N4 2.084470 -0.563230 -0.346557
O1 1.478543 1.485547 0.346622
S1 3.680797 -0.224381 0.143395
H1 -0.737488 1.977490 -0.269693
H2 -1.785227 -1.371914 -0.208208
H3 -2.664908 -0.993583 1.006611
H4 -3.390415 -0.989966 -0.393620
H5 1.835373 -1.277783 -1.101754
H6 0.743424 2.094716 0.573234
H7 3.969261 -1.343021 0.905079

Cartesian forces (eV/Å) of the 3 atoms listed first:
C -1.1 -3.5 -0.4
C -1.2 -0.6 -0.2
N 1.2 0.2 0.2

largest force on an atom	6.01	eV/Å
SMILES string	[NH3+]/N=C\N=C(/O)NS
charge	+1
HOMO energy	-13.098	eV
relative energy (zero: lowest compared OMol25 entry of this formula, charge and spin)	12.7	kcal per mole
E_tot	-772.54425	Ha
HOMO-LUMO gap	9.41	eV

No. 6
Computed, not measured: a structure of composition C2H7N4S in a non-equilibrium geometry, with ωB97M-V/def2-TZVPD.

Geometry (Å):
C1 0.271273 -0.266727 1.207158
C2 -1.119871 0.713399 -0.329826
N1 1.000651 -1.680924 0.209579
N2 -0.007168 0.810597 0.447294
N3 -1.694531 -0.438022 -0.350725
N4 1.407767 -1.483375 -0.916650
S1 0.563057 2.493291 0.455142
H1 1.244701 -0.135193 1.793300
H2 -1.319073 1.690465 -0.933617
H3 -2.479832 -0.747207 -0.841585
H4 -1.063896 -0.998932 0.489812
H5 1.450163 -2.222735 -1.610865
H6 1.705416 -0.554966 -1.221323
H7 0.041346 2.820324 1.602310

Cartesian forces (eV/Å) of the 3 atoms listed first:
C 3.1 -2.3 0.6
C -0.9 1.3 -1.8
N -0.6 0.6 1.4

largest force on an atom	3.95	eV/Å
charge	+1
HOMO energy (spin up / spin down)	-13.033 / -13.034	eV
relative energy (zero: lowest compared OMol25 entry of this formula, charge and spin)	115.3	kcal per mole
E_tot	-697.16225	Ha
HOMO-LUMO gap (spin up / spin down)	8.21 / 8.21	eV

No. 7
Computed, not measured: an isolated molecule of C2H7N5O in a non-equilibrium geometry, with ωB97M-V/def2-TZVPD.

Geometry (Å):
C1 -0.927007 0.870716 -0.052099
C2 1.464956 1.057458 -0.131771
H1 -2.147706 -1.453098 1.064392
H2 -2.340952 -1.753574 -0.766961
H3 -3.019047 0.839974 0.272606
H4 0.329129 -0.657687 0.262882
H5 1.164617 2.059696 -0.115484
H6 3.488595 -1.056593 -0.390178
H7 1.704577 -1.280197 -0.509807
N1 -1.955445 -1.146831 0.058046
N2 -2.123527 0.177869 -0.131441
N3 0.241600 0.284593 0.126163
N4 2.635945 0.632749 0.079833
N5 2.471409 -0.726876 0.140346
O1 -0.987141 2.151802 0.093477

Cartesian forces (eV/Å) of the 3 atoms listed first:
C -2.6 6.6 2.0
C -2.4 0.9 2.3
H 0.1 0.1 -2.3

largest force on an atom	8.18	eV/Å
SMILES string	N/N=C\NC(=O)NN
charge	0
HOMO energy	-8.919	eV
relative energy (zero: lowest compared OMol25 entry of this formula, charge and spin)	87.7	kcal per mole
E_tot	-429.28374	Ha
HOMO-LUMO gap	9.40	eV

No. 8
Computed, not measured: an isolated molecule of C2H7N5S in a non-equilibrium geometry, with ωB97M-V/def2-TZVPD.

Geometry (Å):
C1 0.471487 -0.069436 -0.015426
C2 -2.052033 0.165064 0.036998
H1 2.194594 -1.896388 0.746617
H2 2.066648 -1.807244 -0.804070
H3 -0.486613 -1.927912 0.061182
H4 1.557980 1.523891 -0.281877
H5 -0.295817 2.408764 -0.815942
H6 -0.127734 2.331139 0.894567
H7 -2.757453 0.986073 0.088915
N1 1.565150 -2.165422 0.026345
N2 0.416614 -1.400423 0.181736
N3 1.605072 0.515575 -0.186589
N4 -0.786415 0.646415 0.052433
N5 -0.721818 2.046735 0.089139
S1 -2.649667 -1.356826 -0.074027

Cartesian forces (eV/Å) of the 3 atoms listed first:
C 0.4 0.8 0.0
C -0.2 -0.4 -0.1
H 0.6 0.1 1.0

largest force on an atom	2.17	eV/Å
SMILES string	[H]/N=C(/NN)N(N)C=S
charge	0
HOMO energy	-8.948	eV
relative energy (zero: lowest compared OMol25 entry of this formula, charge and spin)	11.2	kcal per mole
E_tot	-752.30822	Ha
HOMO-LUMO gap	9.15	eV